Here is a molecular structure, C12H14HfN4O3Se from the Open Molecules 2025 dataset. Energies are from wB97M-V/def2-TZVPD.

The geometry in ORCA input format:
```
! RIJCOSX wB97M-V def2-TZVPD def2/J DEFGRID3
* xyz 2 1
Hf 0.591 -2.145 1.449
N 1.555 -2.570 3.491
C 1.561 -1.200 4.152
C 2.036 -0.183 3.118
O 2.946 0.561 3.322
N 1.331 -0.311 1.903
C 1.911 0.398 0.737
C 2.458 -0.679 -0.200
O 3.418 -0.633 -0.870
O 1.622 -1.818 -0.132
H 2.524 -2.893 3.427
H 1.111 -3.235 4.128
H 0.543 -0.972 4.470
H 2.209 -1.188 5.024
H 1.147 0.963 0.200
H 2.689 1.088 1.056
C -1.015 -1.718 -2.457
N -1.392 -0.581 -1.618
C -1.739 -0.602 -0.333
Se -1.972 -2.126 0.807
N -2.033 0.640 0.065
C -1.882 1.519 -1.006
C -2.076 2.892 -1.121
C -1.826 3.435 -2.362
C -1.397 2.647 -3.447
C -1.207 1.286 -3.331
C -1.463 0.739 -2.078
H -1.164 -2.639 -1.903
H 0.027 -1.627 -2.756
H -1.648 -1.730 -3.341
H -2.392 0.878 0.976
H -2.411 3.495 -0.288
H -1.966 4.497 -2.509
H -1.216 3.123 -4.401
H -0.882 0.687 -4.170
*
```

Calculated values
Energy above the lowest of the compared OMol25 structures with the same formula, charge and spin   4.3 kJ/mol
HOMO level   -15.4 eV
Orbital gap   7.256 eV